Record 1
{
  "formula": "C14H29ClNO8",
  "method": "wB97M-V/def2-TZVPD",
  "symbols": ["C", "C", "C", "O", "C", "C", "N", "C", "C", "O", "C", "Cl", "H", "H", "H", "H", "H", "H", "H", "H", "H", "H", "H", "H", "H", "H", "H", "H", "H", "C", "O", "C", "O", "O", "C", "H", "H", "H", "H", "H", "H", "C", "O", "C", "O", "O", "C", "H", "H", "H", "H", "H", "H"],
  "coordinates": [[3.32690, 2.57258, -0.53119], [3.42390, 1.02156, -0.79297], [2.43695, 0.53584, -1.89673], [1.55809, -0.52252, -1.51353], [0.80624, -0.23195, -0.36889], [-0.07646, 1.03294, -0.51257], [-1.31678, 0.76300, -1.30651], [-1.96722, 2.08121, -1.61192], [-1.88050, 3.00878, -0.34485], [-1.77881, 2.24309, 0.84214], [-0.60186, 1.47566, 0.89308], [-1.01544, 0.04062, 1.93701], [4.33618, 3.00366, -0.61856], [2.98898, 2.79602, 0.49242], [2.70287, 3.07959, -1.28506], [3.37105, 0.46252, 0.14946], [4.44129, 0.85872, -1.18306], [1.86308, 1.38760, -2.31622], [3.03171, 0.14391, -2.73556], [1.40117, -0.21879, 0.55945], [0.11201, -1.08336, -0.23920], [0.46289, 1.90711, -0.90704], [-1.12927, 0.23235, -2.16104], [-1.94244, 0.26545, -0.66414], [-3.03172, 1.94270, -1.85222], [-1.45656, 2.53762, -2.47193], [-2.71989, 3.71281, -0.31928], [-0.97114, 3.63535, -0.44481], [0.20051, 1.99644, 1.43947], [0.37573, -0.91998, 9.05139], [-0.70520, -0.61610, 8.16828], [-0.53158, -1.05825, 6.92669], [0.41979, -1.66155, 6.51578], [-1.60423, -0.71119, 6.21170], [-1.54542, -1.13000, 4.85360], [0.11962, -0.51158, 10.02565], [0.50494, -1.99741, 9.14544], [1.29775, -0.45339, 8.70654], [-1.49140, -2.21698, 4.78817], [-0.69565, -0.67514, 4.35252], [-2.46080, -0.79532, 4.36986], [-0.36836, -2.33322, -3.03132], [-0.48412, -3.08556, -4.22734], [-0.85048, -2.34323, -5.27288], [-1.07323, -1.16108, -5.24618], [-0.92645, -3.13338, -6.33442], [-1.31336, -2.46469, -7.53779], [-0.07285, -3.01644, -2.23842], [0.39474, -1.56729, -3.13136], [-1.33379, -1.88846, -2.76737], [-0.58586, -1.69882, -7.80361], [-2.30660, -2.02963, -7.43425], [-1.33897, -3.21185, -8.32640]],
  "lumo_ev": -2.8,
  "charge": 1,
  "multiplicity": 1,
  "de_lowest_kj_mol": 86.6,
  "orbital_gap_ev": 9.86
}



Record 2
{
  "formula": "C14H29F2INO7P",
  "method": "wB97M-V/def2-TZVPD",
  "symbols": ["C", "C", "O", "N", "C", "C", "C", "C", "P", "F", "F", "I", "H", "H", "H", "H", "H", "H", "H", "H", "H", "H", "H", "H", "H", "C", "C", "O", "C", "O", "O", "C", "H", "H", "H", "H", "H", "H", "H", "H", "C", "C", "O", "C", "O", "O", "C", "H", "H", "H", "H", "H", "H", "H", "H"],
  "coordinates": [[-5.26449, 2.81721, -0.66978], [-5.20331, 2.72762, 0.92792], [-6.24647, 2.73458, 1.61570], [-3.85863, 2.64838, 1.54414], [-3.48256, 1.20003, 1.56191], [-2.04328, 0.89234, 2.18850], [-1.85138, 1.37546, 3.70443], [-1.78277, 2.96133, 3.92026], [-0.52110, 3.86393, 2.85127], [-1.14273, 5.37657, 3.42478], [0.74256, 3.04657, 3.68976], [1.12779, 5.15095, 1.51859], [-4.57942, 3.65566, -1.04696], [-4.97321, 1.80068, -1.12006], [-6.33425, 3.01286, -1.00776], [-3.17328, 3.22056, 1.03552], [-4.33251, 0.59669, 2.02327], [-3.43201, 0.86405, 0.45467], [-1.94886, -0.25701, 2.20549], [-1.16801, 1.26270, 1.56347], [-0.89817, 0.86078, 4.09598], [-2.69974, 0.98985, 4.36885], [-1.46407, 3.12941, 5.01621], [-2.81653, 3.45863, 3.82948], [-1.07448, 3.40648, 1.61087], [2.83718, 0.62928, 0.49044], [1.85113, 0.09939, 1.51457], [1.22612, -1.10673, 1.05598], [1.97620, -2.21520, 1.13969], [3.10099, -2.28193, 1.57091], [1.26530, -3.23933, 0.63957], [1.98766, -4.46810, 0.57873], [2.35471, 0.74723, -0.48326], [3.24013, 1.59349, 0.80717], [3.67169, -0.06068, 0.34926], [1.05165, 0.82957, 1.65885], [2.32393, -0.05730, 2.48736], [2.41449, -4.72635, 1.54921], [2.76977, -4.40284, -0.18073], [1.28795, -5.25274, 0.28940], [4.62488, -2.89337, -4.42663], [3.59311, -2.66144, -5.51452], [2.29599, -3.10820, -5.10026], [1.64908, -2.29656, -4.25136], [2.05429, -1.24037, -3.82894], [0.47742, -2.87030, -3.93441], [-0.27038, -2.14966, -2.95669], [4.61913, -3.93892, -4.10853], [5.62452, -2.63492, -4.78176], [4.40959, -2.29067, -3.54172], [3.85830, -3.24860, -6.39630], [3.55951, -1.61337, -5.82276], [-0.41206, -1.10865, -3.25236], [0.22933, -2.20973, -1.98712], [-1.25070, -2.61929, -2.87029]],
  "lumo_ev": -0.5,
  "multiplicity": 1,
  "de_lowest_kj_mol": 204.7,
  "smiles": "CC(=O)NCCCC[PH](F)(F)I.CCOC(=O)OC.CCOC(=O)OC",
  "orbital_gap_ev": 9.33
}